(1)
9 unconnected molecules or ions with the total composition H18O9 in a non-equilibrium geometry, computed with wB97M-V/def2-TZVPD.

Element x y z (Å)
1 O -1.0141 1.2856 -2.2930
2 H -1.7321 0.7896 -1.9080
3 H -0.9741 2.0236 -1.7080
4 O 2.1769 -2.4394 -2.0710
5 H 2.2019 -1.7504 -2.7180
6 H 1.6769 -2.0454 -1.3380
7 O -0.9061 -0.4404 3.8580
8 H -1.1581 -0.7134 2.9820
9 H -1.0721 -1.2464 4.3730
10 O 0.5289 -0.0334 -0.1520
11 H 0.0389 0.4166 0.5500
12 H 0.1749 0.1156 -1.0010
13 O 1.0129 -0.2204 -3.4030
14 H 0.4289 0.3586 -2.9440
15 H 1.5969 0.3486 -3.8890
16 O 0.9109 3.7566 0.5680
17 H 0.5439 4.3216 1.2540
18 H 0.4289 2.9446 0.8020
19 O -1.0731 -2.7794 -0.9640
20 H -0.8611 -2.0294 -0.4030
21 H -0.3681 -3.3704 -0.6530
22 O -0.8901 1.7916 1.5080
23 H -1.7011 1.6356 0.9830
24 H -1.1721 2.1526 2.3090
25 O 0.4759 -2.0034 2.0120
26 H 0.5559 -1.2424 1.4030
27 H 0.1689 -1.6254 2.8420

The relative energy (zero: lowest compared OMol25 entry of this formula, charge and spin) comes out at 65.86 kcal/mol. Its total energy is -687.92085 a.u. Its SMILES is O.O.O.O.O.O.O.O.O. For the gap between HOMO and LUMO, the calculation gives 9.521 eV.

(2)
A molecular structure, C73H59N6O3P2S2Ta, computed with wB97M-V/def2-TZVPD.

Element x y z (Å)
1 Ta 0.4835 -0.1294 0.4279
2 O -0.7244 1.0174 -0.8494
3 S 0.2663 1.8345 -1.7988
4 C -0.5430 1.8977 -3.3257
5 C -1.0700 3.0927 -3.7914
6 C -1.5059 3.2534 -5.1123
7 C -1.3534 2.1920 -5.9680
8 C -1.6435 2.0709 -7.4372
9 C -1.3046 0.6022 -7.7937
10 C -0.8205 -0.0005 -6.5040
11 C -0.3871 -1.2637 -6.2023
12 C -0.0606 -1.5429 -4.8670
13 C -0.1164 -0.6172 -3.8239
14 P 0.0492 -1.4556 -2.2017
15 C -1.5253 -2.3287 -2.0181
16 C -2.5221 -2.2631 -2.9104
17 C -3.8615 -2.8014 -2.6309
18 C -4.1871 -3.3411 -1.4572
19 C -3.2059 -3.4726 -0.3382
20 C -1.8160 -2.8466 -0.6414
21 C 1.3698 -2.6329 -2.4991
22 C 1.2510 -3.9205 -2.1566
23 C 2.4538 -4.7711 -1.8932
24 C 3.7481 -3.9084 -1.8827
25 C 3.7805 -2.7328 -2.7990
26 C 2.6422 -2.0824 -3.0205
27 C -0.4741 0.7270 -4.1489
28 C -0.8586 0.9627 -5.4788
29 C 0.2324 3.4688 -1.1676
30 C 1.0572 4.3114 -1.8848
31 C 0.9874 5.7083 -1.7668
32 C 0.0172 6.2178 -0.9458
33 C -0.3810 7.6440 -0.6797
34 C -1.5488 7.5533 0.3308
35 C -1.7048 6.0831 0.6063
36 C -2.5540 5.4090 1.4333
37 C -2.3755 4.0207 1.5545
38 C -1.4471 3.2699 0.8457
39 P -1.3092 1.6157 1.6098
40 C -3.0457 1.0575 1.4880
41 C -3.8151 0.6451 2.5754
42 C -5.1606 0.3329 2.4085
43 C -5.7501 0.4226 1.1594
44 C -4.9933 0.8416 0.0697
45 C -3.6599 1.1720 0.2346
46 C -0.8830 1.9360 3.3484
47 C -0.9716 0.9331 4.3203
48 C -0.5663 1.1628 5.6238
49 C -0.0569 2.4033 5.9834
50 C 0.0493 3.4034 5.0310
51 C -0.3575 3.1746 3.7252
52 C -0.6713 3.9410 -0.1604
53 C -0.7821 5.3458 -0.1707
54 H -1.1234 3.9473 -3.1300
55 H -1.9083 4.2025 -5.4356
56 H -1.0328 2.7809 -7.9971
57 H -2.6829 2.3231 -7.6494
58 H -0.5382 0.5290 -8.5657
59 H -2.1748 0.0609 -8.1664
60 H -0.3238 -2.0461 -6.9452
61 H 0.2171 -2.5645 -4.6394
62 H -2.3790 -1.7829 -3.8688
63 H -4.5956 -2.7466 -3.4214
64 H -5.1862 -3.7267 -1.2997
65 H -3.1584 -4.5071 0.0043
66 H -1.0141 -3.4650 -0.2490
67 H 0.2793 -4.3454 -1.9349
68 H 2.4631 -5.7070 -2.4496
69 H 4.6319 -4.5348 -1.9882
70 H 4.7126 -2.4157 -3.2428
71 H 2.6064 -1.1978 -3.6438
72 H 1.7378 3.8868 -2.6157
73 H 1.6428 6.3371 -2.3516
74 H -0.6730 8.1394 -1.6061
75 H 0.4635 8.2084 -0.2811
76 H -2.4719 7.9692 -0.0735
77 H -1.3412 8.0977 1.2521
78 H -3.3075 5.9075 2.0257
79 H -2.9865 3.5197 2.2970
80 H -3.4145 0.6224 3.5732
81 H -5.7510 0.0537 3.2705
82 H -6.8009 0.2004 1.0364
83 H -5.4548 0.9454 -0.9023
84 H -3.0996 1.5413 -0.6155
85 H -1.3786 -0.0384 4.0803
86 H -0.6690 0.3817 6.3647
87 H 0.2437 2.5934 7.0041
88 H 0.4407 4.3725 5.3059
89 H -0.2644 3.9712 3.0022
90 N 3.5391 3.3001 0.2979
91 C 2.9244 2.1121 0.2491
92 S 1.4900 1.9391 1.2532
93 N 3.3789 1.1490 -0.4712
94 N 2.6639 -0.0384 -0.2388
95 C 3.4396 -1.0796 -0.2807
96 C 4.9090 -1.0406 -0.4074
97 C 5.6439 -1.5987 0.6412
98 C 7.0304 -1.5707 0.6144
99 C 7.6830 -1.0141 -0.4749
100 C 6.9547 -0.4586 -1.5217
101 C 5.5726 -0.4501 -1.4820
102 C 2.7768 -2.3866 -0.0165
103 C 3.5200 -3.6566 -0.3433
104 C 2.6240 -4.8994 -0.3418
105 C 1.4442 -4.7575 0.5445
106 C 1.0111 -3.5609 0.9205
107 N 1.6016 -2.3081 0.5157
108 H 3.2220 4.0203 0.9237
109 H 4.4585 3.3900 -0.1090
110 H 5.1423 -2.0361 1.4965
111 H 7.5958 -1.9932 1.4326
112 H 8.7635 -1.0105 -0.5111
113 H 7.4709 -0.0255 -2.3666
114 H 5.0097 -0.0019 -2.2868
115 H 4.4280 -3.7030 0.2540
116 H 3.1943 -5.7947 -0.1019
117 H 0.9346 -5.6340 0.9229
118 H 0.1876 -3.4920 1.6002
119 O 0.8466 -3.1589 6.8325
120 C 1.8936 -2.3023 6.4618
121 C 1.5831 -1.7571 5.0977
122 C 2.4459 -0.8796 4.4583
123 C 2.1244 -0.3771 3.2106
124 N 0.9949 -0.7079 2.5656
125 C 0.1534 -1.5664 3.1934
126 C 0.4099 -2.1063 4.4335
127 C -1.0646 -1.8764 2.4147
128 C -2.1153 -2.7113 2.9353
129 C -3.2287 -2.9562 2.2174
130 C -4.3632 -3.7447 2.7819
131 O -4.0902 -4.0599 4.1163
132 C -3.3951 -2.4337 0.8334
133 C -2.1550 -1.6873 0.3014
134 N -1.0793 -1.3430 1.2337
135 H 1.0062 -3.5161 7.7134
136 H 2.8613 -2.8188 6.4178
137 H 2.0045 -1.4546 7.1504
138 H 3.3706 -0.5642 4.9217
139 H 2.7883 0.3110 2.7125
140 H -0.2797 -2.7870 4.9078
141 H -2.0416 -3.0863 3.9439
142 H -4.4815 -4.6458 2.1601
143 H -5.2805 -3.1534 2.6564
144 H -4.8538 -4.4859 4.5213
145 H -4.3213 -1.8625 0.7595
146 H -2.4300 -0.7949 -0.2585

The net charge is +4. The relative energy (zero: lowest compared OMol25 entry of this formula, charge and spin) comes out at 72.03 kcal/mol. Its total energy is -4906.34024 a.u. For the gap between HOMO and LUMO, the calculation gives 5.805 eV.

(3)
5 unconnected molecules or ions with the total composition C4H14NO7 in a non-equilibrium geometry, computed with wB97M-V/def2-TZVPD.

Element x y z (Å)
1 O 0.4929 -0.6774 1.8919
2 C 0.2222 0.1084 0.9586
3 O -0.2873 1.2781 1.1378
4 C 0.0547 -0.2851 -0.5593
5 C 1.3247 -0.7510 -1.0143
6 C 1.3254 -0.9705 -2.4840
7 O 2.0809 -0.4584 -3.2348
8 N -1.1750 -1.2227 -0.7947
9 H -0.1797 0.6527 -0.9716
10 H 1.5062 -1.8067 -0.5874
11 H 2.1546 -0.1194 -0.5690
12 H 0.2869 -1.6452 -2.8630
13 H -2.0266 -0.8219 -0.1337
14 H -0.9994 -2.0164 -0.4887
15 H -0.8166 1.9940 -0.0594
16 H -0.4657 2.9149 -1.3614
17 O -1.1908 2.3227 -1.1249
18 H -3.7148 0.7052 0.2304
19 H -3.0043 1.7423 -0.8308
20 O -3.8466 1.4459 -0.3870
21 H -0.0149 -2.4337 1.6687
22 H 1.1405 -3.1569 1.3528
23 O 0.1566 -3.2369 1.2893
24 H 1.9039 1.0317 3.0804
25 H 0.9420 2.1033 2.9528
26 O 1.8380 1.9266 3.2697

The net charge is -1. The relative energy (zero: lowest compared OMol25 entry of this formula, charge and spin) comes out at 75.12 kcal/mol. Its total energy is -742.25912 a.u. For the gap between HOMO and LUMO, the calculation gives 9.008 eV.

(4)
A single C3H3FS2 molecule in a non-equilibrium geometry, computed with wB97M-V/def2-TZVPD.

Element x y z (Å)
1 C -0.4771 1.0550 0.4675
2 C -1.0539 2.1021 -0.0642
3 C -0.4995 -0.3968 0.0778
4 F -1.1133 3.3766 0.0334
5 S -3.4891 -0.1789 -0.2762
6 S -2.0855 -1.1925 0.4920
7 H 0.1515 1.4119 1.3577
8 H -0.3294 -0.4318 -0.9683
9 H 0.1825 -0.9806 0.5100

The relative energy (zero: lowest compared OMol25 entry of this formula, charge and spin) comes out at 71.64 kcal/mol. Its total energy is -1012.20107 a.u. For the gap between HOMO and LUMO (alpha / beta), the calculation gives 6.985 / 8.333 eV.

(5)
A single C4H10N2O2 molecule in a non-equilibrium geometry, computed with wB97M-V/def2-TZVPD.

Element x y z (Å)
1 C 0.2082 0.7867 -1.5178
2 C 0.0217 0.3480 -0.1104
3 C -1.0069 1.2349 0.5968
4 C 1.3556 0.3359 0.5911
5 N -0.5527 -0.9826 -0.1089
6 O -1.6348 -1.1364 -0.6778
7 N 0.1374 -1.9167 0.5392
8 O -0.6050 -3.0644 0.6838
9 H -0.7628 0.6898 -2.0812
10 H 0.5802 1.8528 -1.4786
11 H 1.0388 0.2296 -1.9647
12 H -0.8729 1.2332 1.7153
13 H -2.0394 1.0088 0.1753
14 H -0.9857 2.3258 0.3097
15 H 2.0690 -0.3820 0.1583
16 H 1.7548 1.3705 0.6656
17 H 1.3798 -0.0273 1.6698
18 H -0.0852 -3.9066 0.8346

The relative energy (zero: lowest compared OMol25 entry of this formula, charge and spin) comes out at 133.53 kcal/mol. Its total energy is -418.24817 a.u. Its SMILES is CC(C)(C)/[N+]([O-])=N/O. For the gap between HOMO and LUMO, the calculation gives 9.864 eV.

(6)
2 unconnected molecules or ions with the total composition C10H16 in a non-equilibrium geometry, computed with wB97M-V/def2-TZVPD.

Element x y z (Å)
1 C -2.2208 1.5231 1.5371
2 C -0.6835 1.7727 1.6616
3 C 0.1974 0.7449 0.9770
4 C 0.5107 -0.3914 1.6975
5 C 1.4731 -1.2508 1.0974
6 C 2.0897 -0.8503 -0.0771
7 C 1.6527 0.2139 -0.8576
8 C 0.7501 1.0865 -0.2392
9 H -2.6805 0.9405 2.3250
10 H -2.4711 0.7743 0.7273
11 H -2.7288 2.4493 1.3577
12 H -0.5415 2.8214 1.4133
13 H -0.5371 1.8403 2.7525
14 H 0.2647 -0.5013 2.7370
15 H 1.8681 -2.1432 1.5600
16 H 2.9749 -1.4266 -0.3008
17 H 2.0123 0.4394 -1.8557
18 H 0.3480 2.0319 -0.6094
19 C -1.6245 -1.2307 -1.8975
20 C -0.7230 -1.4726 -3.1270
21 H -1.0242 -1.0510 -1.0164
22 H -2.2095 -0.3161 -2.0657
23 H -2.3647 -1.9706 -1.6682
24 H 0.0714 -0.7336 -3.1475
25 H -0.3459 -2.4929 -3.1424
26 H -1.4081 -1.2160 -3.9494

The relative energy (zero: lowest compared OMol25 entry of this formula, charge and spin) comes out at 26.82 kcal/mol. Its total energy is -390.59314 a.u. Its SMILES is CCc1ccccc1.CC. For the gap between HOMO and LUMO, the calculation gives 10.083 eV.